Record 1
46
Properties=species:S:1:pos:R:3:forces:R:3 method="wB97M-V/def2-TZVPD" homo_energy_ha=-0.3171 smiles="CNC(=O)CCCS.O.O.O.O.O.O.O.O.O" e_above_lowest_ev=3.847 total_charge=0 homo_lumo_gap_ha=0.3093 total_energy_ev=-38452.9800
C 0.797 -0.838 2.859 -3.1265 2.1989 -1.8837
N 0.900 -1.678 1.669 1.5205 2.5588 0.6011
C 1.976 -1.344 0.814 -2.8031 -4.4922 2.0363
O 2.031 -2.048 -0.163 0.6715 -0.0866 -2.1844
C 3.025 -0.481 1.288 4.2521 3.0117 0.5963
C 2.752 0.992 0.661 -3.1027 -0.4556 1.4797
C 2.610 0.843 -0.865 -1.1046 2.0031 0.8910
S 1.591 2.263 -1.500 0.3205 0.4146 0.0171
H 1.659 -0.695 3.392 2.5773 0.1802 0.6735
H 0.376 0.301 2.670 0.7032 -2.7919 0.3701
H 0.214 -1.334 3.565 -1.6748 -0.5896 1.0413
H 0.202 -2.388 1.405 0.8893 0.7479 0.2666
H 3.984 -0.758 0.741 -1.2885 -0.1816 0.5187
H 3.399 -0.524 2.429 -1.5647 0.2182 -2.5857
H 1.695 1.423 1.068 2.6118 -1.1451 -0.7963
H 3.467 1.762 0.956 0.2023 -0.3695 -0.0612
H 3.588 0.989 -1.322 -0.2386 -0.7245 -0.4760
H 1.956 0.026 -1.133 0.9464 -0.5762 -0.3015
H 0.446 2.044 -0.793 1.0039 0.0622 -0.2584
O -0.136 -2.798 -2.024 0.7885 0.2321 3.3233
H 0.397 -2.744 -1.124 -1.1807 0.0358 -2.6873
H 0.506 -3.154 -2.631 0.3754 -0.1602 -0.4523
O -1.259 2.276 -3.216 -0.1862 -1.0560 0.7366
H -0.753 3.051 -2.987 0.2428 0.5716 -0.1120
H -1.056 1.709 -2.439 -0.0861 0.2193 -1.0607
O -3.426 -0.794 1.531 -2.7322 0.2713 0.2528
H -2.516 -0.687 1.446 2.5533 0.3228 0.4695
H -3.657 -0.831 0.593 -0.2343 0.0422 -0.0202
O 0.363 2.764 1.885 -0.9508 3.0320 -0.2175
H 0.858 3.202 2.619 -0.5336 -0.5023 -0.8269
H -0.098 3.560 1.393 1.3178 -2.5748 1.2028
O -0.576 0.347 -0.310 1.9497 -0.3140 2.0427
H -0.061 0.325 0.567 -0.6518 0.3066 -1.9437
H -1.432 0.139 0.023 -1.5060 -0.4195 -0.1783
O -3.070 -0.589 -1.062 0.7068 -0.5492 -0.0044
H -2.746 -1.360 -1.631 -1.6007 1.9265 0.4669
H -3.870 -0.039 -1.208 0.7831 -1.3119 -1.1824
O -1.480 2.963 -0.356 -3.1983 2.6600 2.0333
H -1.633 2.074 -0.682 -0.5103 -0.1318 0.3477
H -2.382 3.361 0.092 3.3487 -1.9628 -1.9921
O -2.451 -3.220 1.378 0.4896 1.1636 -1.2011
H -3.295 -2.720 1.250 0.9641 -0.6276 0.5765
H -1.816 -2.595 0.920 -1.0485 -1.3134 0.6433
O -0.187 -1.179 -4.187 0.0222 -2.7022 2.3309
H -0.457 -1.299 -3.225 0.7832 -0.1991 -1.5973
H -0.436 -0.318 -4.356 -0.7014 3.0584 -0.8944

Record 2
46
Properties=species:S:1:pos:R:3:forces:R:3 method="wB97M-V/def2-TZVPD" homo_energy_ha="-0.4988 / -0.4988" e_above_lowest_ev=5.086 total_charge=+1 homo_lumo_gap_ha="0.3223 / 0.1608" total_energy_ev=-29655.3746 spin_multiplicity=2
O -1.413 3.895 1.413 -2.0528 -0.0606 0.8615
C -1.501 2.720 1.241 -0.4565 2.7899 0.2888
C -0.252 2.236 0.634 6.5344 0.9353 -3.9578
C -0.019 0.867 0.191 -0.3696 -4.5748 0.6736
C -0.298 0.573 -1.292 -1.0739 2.9999 1.4440
C -1.810 0.816 -1.554 2.9429 1.9592 -1.6201
O -2.449 -0.352 -1.482 -2.0912 -3.1310 0.8416
N 0.956 2.679 1.388 -2.4982 0.7982 2.0596
H -2.342 2.029 1.333 -0.3913 -0.0071 0.2895
H -0.114 2.708 -0.446 -1.0023 0.4717 2.2751
H 1.023 0.458 0.449 -1.6608 0.7181 -0.0379
H -0.790 0.151 0.639 1.2938 1.0185 0.2594
H 0.379 1.075 -1.952 0.3220 0.3988 -0.5179
H -0.119 -0.436 -1.301 0.4618 -2.6062 -0.9137
H -1.897 1.230 -2.566 -0.2206 -0.3428 -0.0761
H -2.246 1.624 -0.961 -0.0302 0.0161 0.6521
H -2.067 -1.000 -0.844 -0.3181 0.7600 -0.5879
H 1.099 3.707 1.680 -0.3617 -1.7706 -1.0563
H 1.043 2.095 2.251 0.6661 0.1315 -0.9144
H -2.165 -0.169 4.073 -0.5278 -1.1897 0.9402
H -2.028 0.470 2.741 0.2097 -0.1574 0.6620
O -1.765 0.578 3.674 0.3674 1.2923 -1.6443
H 3.312 1.814 -0.318 1.2302 -0.1665 1.2628
H 2.185 2.662 -0.957 2.2611 -2.3282 -0.9698
O 2.892 1.914 -1.155 -3.0908 2.8719 0.0133
H 4.767 -0.552 -0.124 0.1815 2.5497 2.6925
H 3.710 -0.094 0.799 -1.1148 -0.1163 0.8808
O 4.624 0.130 0.699 0.7356 -2.4311 -3.5883
H 3.041 0.382 -1.689 0.5566 -1.0573 -1.9965
H 3.476 -0.624 -2.955 0.6807 0.4827 -1.9053
O 3.166 -0.541 -2.088 -0.8609 1.1164 3.3953
H 0.590 -3.321 -1.456 1.3848 1.4985 0.0869
H -0.522 -3.872 -2.326 -0.0034 -0.1559 0.0448
O 0.015 -4.052 -1.547 -1.0541 -1.4983 -0.4205
H -4.612 -0.210 0.608 -0.2937 -1.3057 0.8654
H -4.057 0.542 -0.535 -1.6110 0.2457 1.2115
O -4.726 0.639 0.223 1.9505 0.9548 -2.0152
H 2.189 -1.256 -0.952 0.2983 -0.7239 -0.6457
H 2.113 -2.460 -0.013 2.1083 -1.9566 3.4445
O 1.711 -2.067 -0.709 -2.7537 1.8996 -2.5565
H -0.852 -4.035 -0.119 -2.1699 0.2349 0.3125
H -2.500 -3.863 0.361 0.9276 -0.4743 -0.5198
O -1.560 -3.706 0.537 0.8824 0.4706 0.3289
H -0.357 -2.292 1.871 -3.3166 -6.6579 1.6386
H 0.160 -1.568 0.802 0.5240 -0.0395 -1.0106
O 0.009 -1.521 1.735 2.8041 6.1375 -0.4709

Record 3
44
Properties=species:S:1:pos:R:3:forces:R:3 method="wB97M-V/def2-TZVPD" homo_energy_ha=-0.3122 smiles=CCN[C@H](C)CO.O.O.O.O.O.O.O.O e_above_lowest_ev=3.891 total_charge=0 homo_lumo_gap_ha=0.3202 total_energy_ev=-25570.7801
C 1.614 4.112 0.349 1.8381 -1.2277 -3.6838
C 1.480 2.773 -0.466 -0.6523 -0.1761 0.6958
N 1.076 1.560 0.250 0.7884 0.6203 2.2462
C 1.657 1.263 1.615 -2.0390 -3.6121 -0.7934
C 2.938 0.352 1.532 -2.1308 -0.9093 -2.3801
C 0.357 0.487 2.348 2.3877 1.7139 -2.7319
O 0.062 -0.716 1.629 -0.4658 0.3372 0.2113
H 0.735 4.393 0.779 -2.5672 0.6845 1.3252
H 2.404 4.084 1.100 0.2060 0.2530 -0.4053
H 1.773 4.798 -0.574 0.2937 -0.4459 2.0690
H 0.519 2.854 -1.065 1.8885 0.5840 -0.5703
H 2.495 2.634 -0.948 -1.2905 0.1771 -0.3335
H 1.095 0.764 -0.390 0.4622 0.2965 0.4360
H 1.898 2.048 2.300 -0.2324 1.2917 -0.3633
H 3.382 0.604 0.561 0.3119 -0.0847 0.3426
H 3.636 0.412 2.283 1.5530 0.8938 1.9780
H 2.765 -0.753 1.473 -0.5098 0.9816 -0.1340
H -0.467 1.229 2.282 0.3886 -0.7325 0.4677
H 0.783 0.253 3.287 -0.4968 -0.6148 1.3061
H -0.115 -0.495 0.701 0.0972 0.3322 0.3120
O 1.088 -3.240 1.557 0.0981 1.2397 -0.1302
H 0.595 -2.398 1.662 -0.3625 -0.4803 0.4872
H 1.833 -2.761 1.158 0.3927 -0.9442 -0.3469
O -3.078 1.604 0.889 -1.5772 2.0562 0.4874
H -3.441 2.182 1.621 0.9033 -1.2588 -0.5771
H -3.552 2.086 0.172 0.7100 -0.8330 0.0388
O -3.048 1.339 -2.951 -2.5285 0.5531 -0.5222
H -2.274 1.251 -2.445 1.6153 -0.3799 0.8422
H -3.687 0.772 -2.479 0.4706 0.3561 -0.4867
O 2.434 -1.570 -0.915 -0.6207 -0.1995 0.2157
H 3.345 -1.667 -1.209 -0.3942 0.2677 -0.4059
H 1.867 -1.115 -1.580 1.3109 -0.2317 0.2847
O 1.036 0.090 -2.579 0.3076 0.2954 -0.2649
H 0.819 0.909 -3.041 0.1555 -0.1030 0.1269
H 0.247 -0.455 -2.669 -0.6907 0.0159 0.1432
O -1.928 -3.502 1.269 1.0684 -1.7201 0.6427
H -1.890 -2.597 1.506 -0.3384 1.4794 0.8721
H -1.045 -3.773 1.583 -0.2427 -0.4278 -0.2732
O -2.662 -2.282 -0.717 -1.5117 3.1963 -1.1701
H -2.592 -3.181 -0.944 0.7848 -1.6645 0.6492
H -2.108 -1.941 -0.014 0.0905 -1.0974 -0.2912
O -1.583 -0.744 -2.502 0.8414 -0.0498 -0.3327
H -1.579 -1.290 -3.284 -0.0832 -0.0454 -0.6904
H -2.115 -1.283 -1.898 -0.2302 -0.3870 0.7071

Record 4
44
Properties=species:S:1:pos:R:3:forces:R:3 method="wB97M-V/def2-TZVPD" homo_energy_ha=-0.3030 smiles="C/C=C/NCC.O.O.O.O.O.O.O.O.O" e_above_lowest_ev=3.882 total_charge=0 homo_lumo_gap_ha=0.3082 total_energy_ev=-25570.7886
C -0.967 -1.221 2.098 -3.3437 -1.0126 -0.4800
C -0.812 0.087 1.368 0.7697 -0.9369 -0.4421
C -0.103 -0.037 0.221 -0.6053 5.5199 1.2350
N 0.431 1.072 -0.562 0.7151 -3.9836 -1.6403
C 0.465 0.748 -2.086 -3.1382 3.0484 3.1893
C 0.272 2.088 -2.720 1.9761 2.1196 -1.4469
H -2.067 -1.301 2.466 1.5706 -0.1159 -0.8299
H -0.803 -2.121 1.403 -0.0343 1.4088 1.3401
H -0.473 -1.320 3.038 1.0986 0.0500 0.5067
H -1.285 0.992 1.827 0.8754 -0.6289 -0.8046
H 0.237 -0.932 -0.134 0.5290 -2.2665 -0.6148
H 0.204 2.007 -0.323 -0.4615 0.7381 0.2147
H -0.345 0.098 -2.295 -1.3845 -0.4961 -0.1337
H 1.225 0.213 -2.528 2.7642 -0.8019 -0.1489
H 0.069 2.028 -3.776 0.5958 -0.3680 -0.7736
H 1.201 2.763 -2.573 -1.1675 -1.2234 -0.3789
H -0.512 2.802 -2.501 -0.6768 -0.4880 1.2810
O 2.920 -0.445 2.391 -5.4161 -0.8623 5.9776
H 3.398 -0.390 1.680 4.7727 0.5894 -6.2198
H 2.029 -0.466 1.971 0.5423 -0.0305 0.7639
O -2.736 -1.013 -1.207 -0.2645 -6.9445 -2.8491
H -2.677 -0.224 -0.860 0.3158 6.6855 2.7990
H -3.560 -1.057 -1.698 -0.0242 0.1442 -0.0212
O 1.723 -2.534 -0.005 -0.7270 -0.1600 -1.5231
H 2.103 -1.642 -0.089 0.2065 -0.3090 0.5379
H 1.932 -2.908 0.829 0.4428 -0.2210 1.1524
O 0.193 3.876 1.359 -1.1750 -0.0023 -0.2286
H 0.684 3.165 1.788 0.3773 -0.1036 0.0620
H 0.853 4.491 1.064 0.4598 0.4380 -0.1570
O 2.010 2.124 2.066 -0.6915 -1.4121 1.8885
H 1.968 1.535 2.886 0.1924 0.9151 -1.7492
H 2.864 2.528 2.148 0.8106 0.3763 -0.0079
O -3.043 -3.002 0.829 -0.6691 1.0736 0.5425
H -2.902 -2.213 0.285 -0.2607 0.3369 0.1933
H -2.638 -3.616 0.257 0.7221 -1.7454 -0.9200
O 3.001 -0.228 -0.245 1.9922 -1.6703 -0.7902
H 3.398 -0.563 -1.077 -0.2058 0.4443 0.6638
H 2.436 0.482 -0.471 -1.5185 1.6961 -0.3343
O -3.014 1.646 -1.532 -0.7998 0.6270 -0.0434
H -3.513 2.493 -1.612 1.0988 -0.9207 0.0984
H -2.068 1.773 -1.676 -0.2817 0.5273 -0.0257
O -0.636 -3.042 -1.931 -3.5838 1.7705 -3.6402
H -1.142 -2.158 -1.982 1.0529 -2.1136 0.4207
H -0.114 -3.004 -1.199 2.5488 0.3079 3.3369

Record 5
10
Properties=species:S:1:pos:R:3:forces:R:3 method="wB97M-V/def2-TZVPD" homo_energy_ha=-0.3343 smiles=C#CC#[N+][O-].C#CBr e_above_lowest_ev=2.157 total_charge=0 homo_lumo_gap_ha=0.3201 total_energy_ev=-78788.4917
C -1.768 0.310 -3.092 0.4126 -0.0664 1.8197
C -1.035 0.296 -2.117 -1.0935 0.1307 -2.1973
C -0.022 0.479 -1.248 3.7912 -0.7302 4.4838
N 0.790 0.395 -0.353 -3.7575 1.1296 -4.6420
O 1.677 0.620 0.406 0.6889 -0.0377 0.0523
H -2.624 0.351 -3.715 0.0196 -0.0907 -0.3847
C 1.414 -0.376 2.380 2.9510 0.8435 2.2546
C 0.397 -0.726 2.924 -3.4779 -1.4781 -1.4691
Br -1.217 -1.314 2.161 0.1343 0.1638 0.9227
H 2.388 -0.036 2.655 0.3314 0.1356 -0.8399

Record 6
11
Properties=species:S:1:pos:R:3:forces:R:3 method="wB97M-V/def2-TZVPD" homo_energy_ha=-0.3668 smiles="C#CC#C[C@H](F)[N+](=O)[O-]" e_above_lowest_ev=1.877 total_charge=0 homo_lumo_gap_ha=0.3363 total_energy_ev=-13510.9716
C -3.797 0.482 0.622 1.4716 -0.7050 0.6526
C -2.661 0.080 0.426 -3.2468 1.4762 0.3920
C -1.354 -0.068 0.156 0.4590 -0.4425 -0.1171
C -0.180 -0.202 -0.004 5.6602 -1.1954 -2.1722
C 1.533 -0.638 -0.644 -4.6284 0.6288 -0.4071
F 1.914 -1.742 -0.061 -0.0409 -0.9102 0.0228
N 2.443 0.440 -0.114 -1.3739 -0.1194 0.8287
O 2.788 1.339 -0.838 0.2520 -0.2170 0.1434
O 2.584 0.287 1.084 0.9124 0.8905 -0.6414
H -4.675 0.799 1.154 0.0268 -0.1476 -0.5893
H 1.405 -0.777 -1.781 0.5080 0.7416 1.8876

| no. | strongest force on any atom (eV/A) |
| --- | --- |
| 1 | 5.67 |
| 2 | 7.70 |
| 3 | 4.30 |
| 4 | 8.11 |
| 5 | 6.08 |
| 6 | 6.18 |